[1]
Computed, not measured: 3 unconnected molecules or ions with the total composition C10H22BBrFO4 at a distorted geometry, with ωB97M-V/def2-TZVPD.

HOMO-LUMO gap, Eh: 0.3105
Multiplicity: 1
Net charge: -1
Total energy, eV: -92354.1191

Cartesian coordinates (Å):
O 1.01 0.81 -1.67
C 0.77 0.87 -2.89
F 1.30 -0.08 -3.84
C -0.16 2.07 -3.43
B -1.57 1.49 -4.04
C -2.88 1.68 -3.04
C -3.44 0.27 -2.46
O -3.41 -0.01 -1.25
Br -4.21 -0.96 -3.85
H 0.43 2.52 -4.32
H -0.27 2.81 -2.56
H -1.41 0.32 -4.27
H -1.79 2.00 -5.10
H -3.73 2.08 -3.71
H -2.73 2.45 -2.21
C 1.93 -3.84 -0.82
C 1.75 -3.08 0.49
C 0.49 -2.23 0.46
O 2.88 -2.25 0.72
H 2.04 -3.15 -1.66
H 2.85 -4.44 -0.79
H 1.09 -4.50 -1.01
H 1.69 -3.79 1.32
H 0.55 -1.48 -0.34
H 0.38 -1.68 1.39
H -0.40 -2.84 0.30
H 2.94 -1.62 -0.01
C 0.17 1.14 5.33
C -0.20 1.51 3.90
C 0.80 0.96 2.91
O -0.26 2.93 3.78
H 1.14 1.55 5.60
H -0.56 1.55 6.03
H 0.20 0.05 5.46
H -1.20 1.13 3.67
H 1.80 1.37 3.09
H 0.53 1.25 1.89
H 0.86 -0.13 2.96
H 0.62 3.28 3.99

And the natural (NBO) charges, in e, turn out to be: O -0.623; C 0.903; F -0.386; C -0.713; B -0.165; C -0.709; C 0.574; O -0.568; Br -0.126; H 0.226; H 0.223; H -0.034; H -0.050; H 0.229; H 0.222; C -0.631; C 0.099; C -0.637; O -0.733; H 0.212; H 0.204; H 0.206; H 0.161; H 0.234; H 0.206; H 0.207; H 0.469; C -0.627; C 0.092; C -0.631; O -0.718; H 0.192; H 0.210; H 0.208; H 0.180; H 0.191; H 0.239; H 0.211; H 0.454

***

[2]
Computed, not measured: a molecular structure, C27H58EuNP3 at a distorted geometry, with ωB97M-V/def2-TZVPD.

HOMO-LUMO gap (alpha / beta), Eh: 0.2202 / 0.2299
Multiplicity: 8
Expectation value of S²: 15.762
Net charge: 0
Total energy, eV: -77619.8008

Cartesian coordinates (Å):
P -5.80 -2.00 -1.15
P -4.32 -4.38 0.38
C -6.63 -3.67 -1.14
C -6.14 -4.57 0.02
H -6.43 -4.14 -2.11
H -7.71 -3.49 -1.08
H -6.67 -4.33 0.95
H -6.32 -5.63 -0.20
C -3.73 -5.57 -0.92
H -2.67 -5.77 -0.77
H -3.88 -5.17 -1.93
H -4.30 -6.50 -0.81
C -4.16 -5.48 1.83
H -4.55 -6.47 1.60
H -4.72 -5.05 2.67
H -3.10 -5.54 2.11
C -6.49 -1.27 -2.68
H -6.12 -0.25 -2.77
H -7.58 -1.27 -2.64
H -6.15 -1.85 -3.55
C -6.89 -1.20 0.09
H -6.72 -1.61 1.09
H -7.93 -1.37 -0.20
H -6.68 -0.13 0.12
Eu 0.86 1.22 1.20
C -1.46 -2.66 0.92
C -1.28 -3.02 -0.36
C -2.18 -2.86 -1.53
C -2.09 -1.55 -2.36
C -2.68 -0.34 -1.73
C -3.13 -0.15 -0.47
C -3.51 -1.16 0.55
C -2.44 -1.70 1.53
C -0.15 2.69 -0.35
H -0.72 -3.00 1.65
H -0.33 -3.53 -0.62
H -3.23 -3.00 -1.23
H -1.93 -3.69 -2.22
H -1.03 -1.39 -2.65
H -2.62 -1.74 -3.31
H -2.55 0.56 -2.34
H -3.26 0.89 -0.10
H -3.89 -2.07 0.03
H -4.35 -0.73 1.16
H -1.93 -0.85 2.03
H -2.97 -2.23 2.35
H -0.15 3.55 0.37
H -1.17 2.50 -0.74
H 0.57 2.87 -1.17
C 3.52 3.25 0.09
C 3.94 2.42 1.32
C 5.38 2.80 1.73
C 3.00 2.81 2.50
P 3.87 0.57 0.91
N 2.51 0.32 0.09
C 5.24 0.02 -0.26
C 6.55 -0.19 0.50
C 4.77 -1.28 -0.96
C 5.42 1.08 -1.37
C 3.76 -0.48 2.48
C 4.81 0.00 3.49
C 2.36 -0.43 3.12
C 4.02 -1.95 2.12
H 3.43 4.30 0.40
H 2.54 2.92 -0.31
H 4.26 3.20 -0.71
H 5.37 3.86 2.03
H 5.74 2.23 2.59
H 6.10 2.71 0.91
H 1.89 2.88 2.33
H 3.23 2.27 3.43
H 3.17 3.88 2.68
H 6.49 -1.03 1.21
H 7.33 -0.44 -0.23
H 6.88 0.72 1.03
H 3.73 -1.16 -1.28
H 5.40 -1.44 -1.85
H 4.86 -2.15 -0.32
H 4.44 1.29 -1.83
H 5.90 2.00 -1.01
H 6.07 0.64 -2.14
H 4.58 1.00 3.88
H 4.77 -0.70 4.33
H 5.83 -0.02 3.09
H 1.61 -0.94 2.48
H 2.40 -0.99 4.07
H 2.03 0.58 3.42
H 3.33 -2.30 1.34
H 5.06 -2.16 1.83
H 3.82 -2.53 3.03

And the Mulliken charges, in e, turn out to be: P 1.589; P 1.615; C -1.346; C -1.357; H 0.408; H 0.562; H 0.411; H 0.538; C -1.521; H 0.364; H 0.322; H 0.527; C -1.416; H 0.419; H 0.394; H 0.361; C -1.403; H 0.378; H 0.436; H 0.372; C -1.677; H 0.368; H 0.507; H 0.375; Eu 0.594; C -0.438; C -0.342; C 0.492; C -0.821; C -0.467; C -0.363; C 0.315; C -0.938; C -1.322; H 0.475; H 0.315; H -1.092; H 0.605; H 0.383; H 0.427; H 0.410; H 0.351; H -1.849; H 0.559; H 0.323; H 0.416; H 0.258; H 0.334; H 0.222; C -1.482; C 1.460; C -1.828; C -1.341; P 1.015; N -0.901; C 1.836; C -1.643; C -1.689; C -1.840; C 2.330; C -1.916; C -1.917; C -2.026; H 0.454; H 0.213; H 0.367; H 0.537; H 0.285; H 0.248; H 0.105; H 0.289; H 0.589; H 0.217; H 0.515; H 0.236; H 0.327; H 0.494; H 0.302; H 0.331; H 0.227; H 0.621; H 0.334; H 0.528; H 0.258; H 0.210; H 0.605; H 0.320; H 0.400; H 0.290; H 0.567

***

[3]
Computed, not measured: 6 unconnected molecules or ions with the total composition C34H65O11 at a distorted geometry, with ωB97M-V/def2-TZVPD.

HOMO-LUMO gap, Eh: 0.2485
Multiplicity: 1
Net charge: -1
Total energy, eV: -58833.6761

Cartesian coordinates (Å):
C -2.28 0.30 2.36
C -1.12 0.76 3.20
O -0.77 0.16 4.18
O -0.41 1.82 2.80
C -1.09 2.81 1.98
C -0.42 4.16 2.18
C 0.61 4.52 1.08
C 0.07 5.62 0.16
C 1.15 6.33 -0.67
C 0.64 7.65 -1.17
C -0.27 7.71 -2.16
C -0.84 6.46 -2.85
O 0.00 5.70 -3.37
O -2.08 6.33 -2.74
C -0.80 9.04 -2.59
O -1.69 9.20 -3.38
C -0.15 10.24 -2.01
C 0.74 10.17 -1.03
C 1.11 8.86 -0.47
O 1.80 8.80 0.53
H -2.46 -0.74 2.59
H -3.18 0.87 2.54
H -2.03 0.42 1.31
H -1.08 2.51 0.93
H -2.13 2.87 2.30
H -1.22 4.90 2.18
H 0.02 4.20 3.17
H 1.55 4.80 1.54
H 0.74 3.62 0.48
H -0.70 5.20 -0.49
H -0.40 6.38 0.79
H 2.02 6.50 -0.04
H 1.45 5.73 -1.52
H -0.46 11.19 -2.44
H 1.21 11.05 -0.61
C 2.51 -0.04 -0.64
C 3.23 1.28 -0.42
O 3.20 1.74 0.91
C 3.78 0.89 1.88
C 5.26 0.62 1.63
H 1.47 0.03 -0.31
H 2.53 -0.30 -1.70
H 2.98 -0.85 -0.08
H 2.74 2.06 -1.00
H 4.26 1.22 -0.78
H 3.23 -0.06 1.95
H 3.65 1.40 2.83
H 5.43 0.10 0.69
H 5.67 0.00 2.43
H 5.81 1.56 1.60
C 7.87 -2.98 -1.66
C 6.56 -2.79 -0.92
O 5.82 -1.66 -1.35
C 5.42 -1.66 -2.72
C 4.53 -2.83 -3.10
H 8.50 -2.09 -1.58
H 8.42 -3.83 -1.24
H 7.72 -3.18 -2.73
H 6.76 -2.61 0.13
H 5.95 -3.70 -0.98
H 6.30 -1.60 -3.37
H 4.87 -0.73 -2.86
H 5.05 -3.78 -3.00
H 4.23 -2.73 -4.15
H 3.64 -2.85 -2.48
C -6.17 -5.25 3.16
C -5.06 -4.51 2.43
O -4.62 -3.34 3.09
C -4.08 -3.52 4.39
C -2.87 -4.43 4.43
H -7.02 -4.60 3.33
H -6.50 -6.11 2.57
H -5.84 -5.63 4.13
H -5.43 -4.17 1.46
H -4.22 -5.18 2.23
H -4.86 -3.88 5.08
H -3.79 -2.53 4.73
H -3.10 -5.45 4.12
H -2.48 -4.48 5.45
H -2.08 -4.05 3.78
C 7.48 2.55 -4.87
C 7.09 1.69 -6.06
O 6.01 0.81 -5.81
C 4.79 1.42 -5.43
C 4.22 2.38 -6.46
H 7.73 1.92 -4.01
H 8.35 3.16 -5.12
H 6.68 3.22 -4.56
H 7.93 1.05 -6.34
H 6.88 2.33 -6.93
H 4.90 1.92 -4.46
H 4.09 0.60 -5.28
H 4.87 3.23 -6.63
H 3.26 2.76 -6.12
H 4.08 1.87 -7.42
C -10.70 -8.68 4.74
C -10.19 -7.38 4.14
O -9.19 -7.56 3.15
C -9.57 -8.31 2.01
C -10.74 -7.71 1.23
H -9.88 -9.25 5.17
H -11.42 -8.46 5.54
H -11.20 -9.30 4.01
H -9.71 -6.78 4.92
H -11.02 -6.78 3.75
H -9.79 -9.35 2.29
H -8.69 -8.33 1.38
H -11.65 -7.69 1.82
H -10.93 -8.31 0.34
H -10.51 -6.69 0.92

Mulliken atomic charge list, values in e, 99 entries: C -0.852; C 0.692; O -0.611; O -0.248; C -0.478; C -1.062; C -0.148; C -0.723; C -1.134; C 0.229; C 0.662; C 0.210; O -0.712; O -0.730; C 0.209; O -0.563; C -0.543; C -0.576; C 0.694; O -0.648; H 0.172; H 0.323; H 0.343; H 0.400; H 0.357; H 0.560; H 0.332; H 0.468; H -0.145; H 0.311; H 0.416; H 0.609; H 0.372; H 0.415; H 0.405; C -0.965; C -0.326; O -0.389; C -0.367; C -0.632; H 0.305; H 0.357; H 0.203; H 0.409; H 0.255; H 0.314; H 0.335; H -0.153; H 0.415; H 0.266; C -1.134; C -0.372; O -0.298; C 0.058; C -1.256; H 0.309; H 0.398; H 0.256; H 0.336; H 0.333; H 0.302; H -0.035; H 0.334; H 0.400; H 0.331; C -0.840; C -0.509; O -0.403; C -0.376; C -1.059; H 0.290; H 0.312; H 0.259; H 0.340; H 0.328; H 0.324; H 0.378; H 0.286; H 0.394; H 0.276; C -1.031; C -0.313; O -0.436; C -0.092; C -1.268; H 0.247; H 0.391; H 0.280; H 0.337; H 0.315; H 0.241; H 0.315; H 0.283; H 0.425; H 0.308; C -1.045; C -0.363; O -0.365; C -0.303

***

[4]
Computed, not measured: a molecular structure, C27H34N7O2PS6Ti, with ωB97M-V/def2-TZVPD.

HOMO-LUMO gap (alpha / beta), Eh: 0.1733 / 0.1938
Multiplicity: 3
Expectation value of S²: 2.021
Net charge: 0
Total energy, eV: -140494.5621

Cartesian coordinates (Å):
Ti -1.48 0.97 -0.51
C -0.92 1.48 3.87
C -0.92 1.60 2.38
N -1.81 0.93 1.60
N -2.90 0.38 2.24
C -3.88 -0.17 1.55
N -4.95 -0.64 2.28
S -3.83 -0.34 -0.13
C 0.00 2.41 1.66
C 1.04 3.16 2.26
C 1.82 3.98 1.48
C 1.60 4.04 0.10
C 0.62 3.24 -0.43
N -0.16 2.44 0.30
H -1.16 0.46 4.19
H -1.62 2.16 4.35
H 0.07 1.70 4.28
H -3.00 0.55 3.23
H -5.17 -0.18 3.15
H -5.76 -0.84 1.72
H 1.21 3.11 3.33
H 2.61 4.57 1.94
H 2.19 4.68 -0.54
H 0.44 3.22 -1.50
S -1.16 6.59 -4.84
C -1.49 5.25 -3.95
S -1.01 3.65 -4.40
C -1.67 2.80 -3.03
C -2.30 3.56 -2.10
S -3.03 2.94 -0.64
S -2.33 5.27 -2.44
S -1.49 1.05 -2.93
C -1.68 -5.75 -1.38
N -0.38 -5.03 -1.03
C -0.29 -4.92 0.49
N -1.43 -4.26 1.02
C -2.64 -4.97 0.63
N -2.79 -5.07 -0.82
C -3.02 -3.76 -1.44
P -1.66 -2.51 -1.17
C -0.29 -3.67 -1.67
C -1.48 -2.83 0.65
H -1.59 -6.76 -0.97
H -1.74 -5.78 -2.47
H 0.41 -5.60 -1.36
H 0.63 -4.37 0.71
H -0.22 -5.94 0.87
H -3.50 -4.43 1.03
H -2.61 -5.97 1.05
H -3.95 -3.34 -1.04
H -3.18 -3.89 -2.52
H 0.66 -3.22 -1.40
H -0.29 -3.81 -2.75
H -2.33 -2.38 1.17
H -0.58 -2.32 1.00
C 5.67 3.09 0.49
C 4.54 2.18 0.11
C 4.12 2.07 -1.21
C 3.06 1.24 -1.58
C 2.67 1.15 -3.03
C 2.40 0.52 -0.58
C 2.80 0.62 0.75
C 2.12 -0.17 1.84
C 3.87 1.44 1.07
C 1.26 -0.40 -0.96
O 1.44 -1.31 -1.77
O 0.17 -0.21 -0.27
H 6.07 3.60 -0.38
H 6.49 2.53 0.95
H 5.34 3.84 1.21
H 4.62 2.64 -1.98
H 3.12 1.97 -3.59
H 1.59 1.20 -3.16
H 2.99 0.21 -3.46
H 1.05 0.01 1.85
H 2.53 0.09 2.81
H 2.27 -1.25 1.69
H 4.18 1.51 2.11

And the Mulliken charges, in e, turn out to be: Ti 0.144; C -2.259; C 0.242; N 1.382; N -0.810; C 0.529; N -0.532; S -0.438; C 0.882; C -1.112; C -0.633; C -1.289; C 0.104; N 0.702; H 0.578; H 0.355; H 0.402; H 0.288; H 0.205; H 0.279; H 0.298; H 0.453; H 0.423; H 0.422; S -0.277; C 0.104; S -0.069; C -0.078; C 0.313; S -0.486; S -0.094; S -0.577; C -0.755; N 0.131; C -0.718; N 0.207; C -0.977; N 0.151; C -1.195; P 0.870; C -1.285; C -0.746; H 0.364; H 0.373; H 0.334; H 0.391; H 0.349; H 0.381; H 0.302; H 0.386; H 0.437; H 0.718; H 0.389; H 0.459; H 0.201; C -1.483; C 0.499; C -0.998; C 0.844; C -1.745; C 0.955; C 1.042; C -1.289; C -0.602; C -0.444; O -0.777; O 0.606; H 0.389; H 0.335; H 0.286; H 0.288; H 0.373; H 0.182; H 0.336; H -0.017; H 0.366; H 0.325; H 0.314